# 1
{"formula": "C5H10O3Tl", "method": "wB97M-V/def2-TZVPD", "s2": 0.756, "gap_ev": [8.411, 8.760], "total_charge": 2, "multiplicity": 2, "symbols": ["O", "C", "C", "O", "C", "C", "O", "C", "Tl", "H", "H", "H", "H", "H", "H", "H", "H", "H", "H"], "xyz": [[2.55797, 1.44364, -0.61180], [3.13219, 0.36931, -0.31886], [2.34522, -0.74765, 0.06743], [1.04757, -0.50248, 0.01607], [0.03028, -1.51536, -0.10017], [-1.24398, -0.84437, 0.35431], [-1.28350, 0.45180, -0.23469], [-2.55595, 1.08936, -0.13427], [0.48333, 1.55868, -0.32515], [4.22561, 0.27624, -0.34346], [2.69648, -1.76231, 0.25471], [0.27896, -2.37522, 0.53113], [-0.01290, -1.81003, -1.15527], [-1.27344, -0.74386, 1.44961], [-2.10573, -1.43966, 0.02172], [-2.45119, 2.09231, -0.56035], [-3.30066, 0.51538, -0.70078], [-2.85994, 1.16330, 0.91913], [0.28970, 2.78090, 0.87068]], "forces_ev_per_angstrom": [[1.737, -0.203, -0.767], [0.561, -0.450, 0.281], [0.778, -0.600, -0.486], [0.420, -1.197, 0.487], [-0.627, -0.990, -0.170], [-0.146, -0.901, 0.527], [-1.169, -1.535, -0.637], [-1.364, 0.727, 0.104], [-0.166, 4.205, 1.333], [-0.252, 0.211, 0.001], [-0.028, 0.274, 0.056], [-0.038, 0.174, -0.123], [0.060, 0.022, 0.204], [-0.051, 0.015, -0.242], [0.187, 0.182, 0.076], [-0.138, -0.227, 0.081], [0.261, 0.178, 0.106], [0.135, -0.026, -0.267], [-0.160, 0.142, -0.562]]}

***

# 2
{"formula": "C3H13NO2S", "method": "wB97M-V/def2-TZVPD", "gap_ev": 9.943, "smiles": "NCCCS.O.O", "multiplicity": 1, "symbols": ["N", "C", "C", "C", "S", "H", "H", "H", "H", "H", "H", "H", "H", "H", "O", "H", "H", "O", "H", "H"], "xyz": [[-1.73735, -0.24256, -0.74181], [-0.91670, 0.96063, -0.61647], [0.32155, 0.72221, 0.24117], [1.03882, 1.99748, 0.62704], [2.35421, 1.72213, 1.86872], [-2.68799, -0.01402, -0.97979], [-1.73449, -0.77574, 0.12100], [-0.57664, 1.31205, -1.59791], [-1.50760, 1.77741, -0.19332], [-0.00892, 0.21909, 1.15151], [1.03055, 0.08420, -0.27665], [0.41309, 2.72880, 1.13000], [1.47352, 2.52355, -0.22226], [3.34311, 1.36760, 1.03308], [-0.54632, -2.60775, 1.21996], [-0.26178, -2.45693, 0.29399], [0.25199, -2.90456, 1.67039], [-0.13821, -2.52201, -1.52912], [-0.81909, -1.81275, -1.50226], [0.70826, -2.07883, -1.69727]], "forces_ev_per_angstrom": [[0.477, -0.377, -0.223], [0.180, 0.416, -0.122], [-0.593, 0.174, 0.241], [0.551, 0.271, 0.236], [0.097, 0.011, -0.149], [-0.171, -0.029, -0.047], [-0.163, 0.166, 0.185], [-0.250, -0.159, -0.082], [0.096, 0.137, 0.170], [0.216, -0.162, 0.048], [0.050, -0.317, -0.038], [-0.422, -0.081, -0.024], [-0.008, -0.097, -0.085], [-0.107, -0.023, 0.007], [0.201, 0.290, -0.107], [-0.103, -0.505, 0.236], [-0.144, 0.039, 0.022], [0.259, 0.218, 0.004], [0.284, 0.125, -0.189], [-0.450, -0.098, -0.083]]}

***

# 3
{"formula": "C4H7NO", "method": "wB97M-V/def2-TZVPD", "gap_ev": 9.402, "multiplicity": 1, "symbols": ["C", "C", "C", "N", "C", "O", "H", "H", "H", "H", "H", "H", "H"], "xyz": [[1.59794, 1.21463, -0.11328], [0.92086, 0.24154, -1.03324], [-1.27947, -1.77850, 0.22420], [-1.47834, -0.64459, 0.76350], [-1.49810, 0.48430, 1.24406], [-0.02340, 0.50173, -1.74215], [2.62790, 1.38292, -0.45259], [1.04907, 2.15741, -0.09030], [1.64520, 0.78966, 0.89525], [1.34294, -0.78762, -1.02315], [-1.12923, -1.82673, -0.84984], [-1.28403, -2.67222, 0.83902], [-2.49134, 0.93746, 1.33851]], "forces_ev_per_angstrom": [[-0.069, 0.076, -0.033], [-0.193, 0.104, -0.135], [-0.043, 0.064, 0.030], [0.037, 0.363, 0.164], [-0.100, -0.555, -0.200], [0.438, -0.109, 0.258], [-0.131, -0.057, 0.033], [0.085, -0.109, -0.008], [-0.022, 0.033, -0.137], [-0.041, 0.094, -0.052], [-0.029, 0.028, 0.141], [-0.022, 0.134, -0.056], [0.090, -0.064, -0.005]]}

***

# 4
{"formula": "C20H22FN3O2", "method": "wB97M-V/def2-TZVPD", "gap_ev": 8.939, "smiles": "O=C(NCc1ccccc1F)[C@H]1CCCN(C(=O)Nc2ccccc2)C1", "multiplicity": 1, "symbols": ["O", "C", "N", "C", "C", "C", "C", "C", "C", "C", "F", "C", "C", "C", "C", "N", "C", "O", "N", "C", "C", "C", "C", "C", "C", "C", "H", "H", "H", "H", "H", "H", "H", "H", "H", "H", "H", "H", "H", "H", "H", "H", "H", "H", "H", "H", "H", "H"], "xyz": [[0.77664, 1.28491, 0.91355], [-0.41875, 1.09555, 1.02816], [-1.33107, 1.90987, 0.46505], [-0.96079, 2.99785, -0.41769], [-1.53629, 2.79069, -1.79415], [-1.19912, 1.67479, -2.55284], [-1.75278, 1.47591, -3.80508], [-2.65068, 2.39173, -4.32812], [-3.00166, 3.51057, -3.59364], [-2.44418, 3.68781, -2.34131], [-2.80589, 4.78202, -1.62667], [-0.96374, -0.06106, 1.87598], [-2.34668, -0.58413, 1.48055], [-2.30204, -1.18482, 0.07733], [-1.22222, -2.26571, 0.02369], [0.07357, -1.77158, 0.45326], [0.86395, -1.20161, -0.52218], [0.45739, -0.97195, -1.64805], [2.17069, -0.94247, -0.19914], [2.98673, -1.45122, 0.80493], [2.76277, -2.70059, 1.38231], [3.62758, -3.18265, 2.34644], [4.72712, -2.44021, 2.74344], [4.96309, -1.20666, 2.15930], [4.10460, -0.71525, 1.19528], [0.04994, -1.21924, 1.79199], [-2.31520, 1.72611, 0.56420], [0.13254, 3.00175, -0.45608], [-1.30810, 3.94691, 0.00235], [-0.49720, 0.95272, -2.16187], [-1.47515, 0.60079, -4.37131], [-3.07936, 2.23884, -5.30677], [-3.69832, 4.24208, -3.97192], [-0.98594, 0.30042, 2.91126], [-3.11195, 0.19248, 1.55281], [-2.62568, -1.36646, 2.19279], [-2.06385, -0.41901, -0.66236], [-3.26815, -1.62100, -0.18153], [-1.11620, -2.64025, -0.99521], [-1.48958, -3.09548, 0.68720], [2.60099, -0.26243, -0.81044], [1.91688, -3.28970, 1.06499], [3.44454, -4.15255, 2.78545], [5.39853, -2.82274, 3.49711], [5.82173, -0.62283, 2.45666], [4.28582, 0.24808, 0.74199], [1.03742, -0.84645, 2.05806], [-0.23194, -2.01387, 2.49019]], "forces_ev_per_angstrom": [[0.381, 0.042, 0.016], [-0.387, -0.071, 0.372], [-0.331, 0.222, -0.078], [0.128, 0.218, 0.015], [-0.179, 0.295, 0.010], [-0.055, 0.106, -0.058], [0.073, -0.113, -0.011], [-0.018, 0.049, 0.039], [-0.031, 0.112, 0.094], [0.116, -0.182, -0.046], [0.020, -0.071, -0.054], [0.172, -0.267, 0.112], [0.041, 0.144, -0.183], [0.064, -0.202, 0.141], [-0.205, -0.002, -0.408], [-0.011, -0.033, -0.112], [0.198, -0.244, 0.069], [-0.162, 0.073, -0.309], [0.226, 0.267, -0.361], [0.237, -0.303, 0.257], [0.006, -0.001, -0.062], [0.023, 0.035, 0.035], [0.102, -0.026, 0.109], [0.049, -0.073, 0.019], [-0.192, 0.008, -0.059], [0.166, 0.439, 0.323], [0.100, -0.149, 0.044], [-0.193, 0.076, 0.030], [0.149, -0.119, -0.092], [0.071, -0.090, 0.077], [0.032, -0.092, -0.072], [-0.041, -0.008, -0.086], [-0.070, 0.082, -0.020], [0.024, -0.001, -0.064], [-0.045, -0.029, 0.070], [-0.055, 0.064, 0.051], [-0.038, -0.016, -0.055], [-0.019, 0.011, -0.043], [-0.048, -0.049, 0.138], [-0.010, 0.002, -0.032], [-0.199, -0.104, 0.054], [-0.046, -0.042, -0.016], [-0.022, -0.078, 0.028], [0.057, -0.028, 0.063], [0.061, 0.054, 0.013], [-0.001, 0.131, -0.033], [-0.167, -0.096, 0.057], [0.031, 0.062, 0.018]]}

***

# 5
{"formula": "C16H21N3O3S2", "method": "wB97M-V/def2-TZVPD", "gap_ev": 9.395, "smiles": "CCCCc1nnc(NC(=O)CCS(=O)(=O)Cc2ccccc2)s1", "multiplicity": 1, "symbols": ["C", "C", "C", "C", "C", "N", "N", "C", "N", "C", "O", "C", "C", "S", "O", "O", "C", "C", "C", "C", "C", "C", "C", "S", "H", "H", "H", "H", "H", "H", "H", "H", "H", "H", "H", "H", "H", "H", "H", "H", "H", "H", "H", "H", "H"], "xyz": [[-0.61089, -2.03736, 2.45514], [-0.41819, -1.86785, 3.95659], [-0.42245, -0.40961, 4.41891], [0.89251, 0.33248, 4.15877], [1.15407, 0.64628, 2.73578], [2.27768, 0.46622, 2.14930], [2.32643, 0.88048, 0.89185], [1.21698, 1.37846, 0.46973], [0.97194, 1.87410, -0.78158], [1.49099, 1.48399, -1.98817], [1.07954, 2.00034, -3.00341], [2.53023, 0.38618, -1.99800], [1.96554, -0.80643, -2.74926], [0.71121, -1.68057, -1.72632], [0.61163, -1.03055, -0.44548], [1.05229, -3.07758, -1.72554], [-0.91196, -1.52543, -2.58267], [-1.47257, -0.17027, -2.36038], [-1.95117, 0.17254, -1.09902], [-2.41469, 1.45163, -0.85124], [-2.41539, 2.39950, -1.86354], [-1.96032, 2.05963, -3.12592], [-1.48638, 0.78301, -3.37165], [-0.04237, 1.41483, 1.69405], [-0.67908, -3.09304, 2.20279], [-1.53113, -1.55051, 2.13596], [0.21445, -1.61798, 1.88715], [0.51892, -2.33886, 4.25976], [-1.23003, -2.38913, 4.47085], [-1.24127, 0.12673, 3.93317], [-0.60289, -0.38593, 5.49616], [0.87039, 1.27948, 4.70847], [1.73794, -0.25167, 4.52642], [0.16719, 2.48731, -0.86588], [3.40945, 0.76350, -2.52541], [2.81009, 0.10550, -0.98412], [1.47426, -0.49730, -3.66857], [2.72358, -1.55582, -2.95816], [-0.72512, -1.75891, -3.62670], [-1.51101, -2.31059, -2.12621], [-1.94139, -0.56552, -0.31232], [-2.77561, 1.71068, 0.13340], [-2.77729, 3.39851, -1.66885], [-1.96038, 2.79104, -3.91869], [-1.12574, 0.52847, -4.35715]], "forces_ev_per_angstrom": [[0.170, -0.101, 0.149], [-0.243, 0.138, -0.089], [0.266, -0.210, 0.116], [-0.293, 0.054, 0.304], [-0.524, 0.448, -0.233], [0.318, -0.706, 1.310], [0.213, 0.689, -1.449], [-0.360, 0.106, 1.081], [-0.421, 0.554, -0.150], [0.321, 0.027, 0.015], [0.194, 0.057, -0.235], [-0.089, -0.054, 0.067], [-0.561, -0.112, 0.307], [0.050, -0.594, -0.296], [-0.099, 0.150, -0.128], [0.024, -0.255, -0.332], [0.885, 0.082, 0.325], [-0.288, 0.379, -0.120], [-0.099, 0.052, -0.024], [-0.058, -0.075, 0.082], [-0.020, 0.079, -0.078], [-0.067, 0.046, -0.011], [-0.162, -0.157, 0.074], [0.768, -0.267, -0.109], [-0.024, -0.100, -0.093], [-0.108, 0.064, -0.096], [-0.014, -0.015, -0.086], [0.012, -0.055, 0.095], [0.079, -0.045, 0.053], [-0.131, 0.029, 0.081], [-0.063, 0.085, -0.036], [0.084, -0.054, 0.036], [0.018, 0.069, -0.020], [0.170, -0.106, -0.133], [-0.082, -0.010, 0.008], [0.130, 0.041, -0.224], [0.005, -0.015, -0.157], [-0.055, -0.110, -0.002], [-0.043, -0.068, -0.101], [0.081, -0.120, 0.049], [0.005, -0.059, 0.129], [-0.062, 0.007, 0.077], [-0.046, 0.082, 0.004], [0.026, 0.080, -0.066], [0.091, -0.030, -0.099]]}

***

# 6
{"formula": "C2BrF3O", "method": "wB97M-V/def2-TZVPD", "gap_ev": 9.852, "smiles": "FC1(F)O[C@@]1(F)Br", "multiplicity": 1, "symbols": ["F", "C", "F", "O", "C", "F", "Br"], "xyz": [[-0.69724, 1.88003, 0.22828], [-0.73058, 0.58991, 0.02915], [-1.73999, -0.01275, 0.57800], [-0.22688, -0.11334, -1.02070], [0.65437, -0.55313, -0.01989], [0.28988, -1.71942, 0.41720], [2.45044, -0.07130, -0.21204]], "forces_ev_per_angstrom": [[-0.195, -0.083, -0.991], [5.418, -4.159, 1.859], [-1.676, 0.451, 0.381], [-0.461, 0.932, -2.551], [-3.755, 4.960, 1.028], [0.665, -1.685, 0.288], [0.004, -0.416, -0.015]]}

***

# 7
{"formula": "H13O6S", "method": "wB97M-V/def2-TZVPD", "gap_ev": 7.672, "total_charge": -1, "multiplicity": 1, "symbols": ["S", "H", "H", "H", "O", "H", "H", "O", "H", "H", "O", "H", "H", "O", "H", "H", "O", "H", "H", "O"], "xyz": [[0.37624, 0.20764, 2.74949], [1.50282, 0.74040, 2.14761], [0.46074, 2.34250, 0.94029], [-0.74891, 2.85820, 1.72083], [-0.35818, 2.83650, 0.84360], [-0.83820, -0.75558, -2.16299], [-1.69992, 0.22036, -1.24646], [-1.25906, 0.11825, -2.09339], [1.02786, 1.42179, -1.73455], [1.61370, 0.44548, -2.70525], [1.84894, 0.93416, -1.89023], [-0.51143, -2.61482, -1.06861], [0.86808, -2.03356, -1.01868], [0.15953, -2.24211, -1.66327], [-1.99185, 0.36390, 1.42281], [-2.40478, -0.82771, 2.20667], [-2.67530, -0.35158, 1.40126], [1.27136, -1.41253, 1.38499], [1.66265, -0.65391, 0.25988], [1.69570, -1.59737, 0.50600]], "forces_ev_per_angstrom": [[0.767, 0.326, -0.298], [-0.719, -0.280, 0.493], [-0.154, -0.290, 0.364], [0.226, -0.350, 0.146], [-0.195, 0.650, -0.601], [-0.041, 0.072, 0.692], [0.187, -0.414, 0.157], [-0.077, 0.572, -0.781], [-0.030, -0.106, 0.193], [0.268, 0.207, 0.715], [-0.353, -0.194, -0.775], [0.175, 0.113, -0.300], [-0.062, 0.073, 0.113], [-0.284, -0.453, 0.134], [-0.410, -0.657, -0.155], [-0.146, 0.060, -0.493], [0.705, 0.591, 0.554], [-0.060, -0.626, -0.055], [0.380, -0.291, -0.582], [-0.176, 0.997, 0.477]]}

***

# 8
{"formula": "C22H26N3O2PTi", "method": "wB97M-V/def2-TZVPD", "gap_ev": [3.865, 3.803], "total_charge": 4, "multiplicity": 1, "symbols": ["N", "C", "C", "H", "H", "H", "N", "C", "C", "H", "H", "H", "N", "C", "C", "H", "H", "H", "Ti", "C", "O", "C", "O", "C", "C", "C", "C", "C", "C", "H", "H", "H", "H", "H", "H", "C", "P", "C", "C", "C", "C", "C", "C", "C", "H", "H", "H", "H", "H", "H", "H", "H", "H", "H", "H"], "xyz": [[0.50728, 1.87318, -1.10606], [0.57061, 3.01576, -0.96107], [0.63199, 4.46998, -0.92601], [-0.38958, 4.89477, -0.99041], [1.22444, 4.83499, -1.78607], [1.10399, 4.83612, 0.00808], [2.12151, -1.38617, -1.42861], [3.10426, -2.02203, -1.43595], [4.30428, -2.80367, -1.62013], [4.93150, -2.32055, -2.39444], [4.03053, -3.82497, -1.95001], [4.88360, -2.87410, -0.67846], [-1.58577, -1.11089, -1.08879], [-2.59512, -1.70913, -0.93349], [-3.86181, -2.37821, -0.91816], [-3.87514, -3.21672, -0.19446], [-4.07558, -2.78467, -1.92372], [-4.66744, -1.66917, -0.64540], [0.38803, -0.29774, -0.63947], [0.37875, -1.97944, 0.61497], [0.36365, -2.98040, 1.22608], [1.88517, 0.43161, 0.64284], [2.78922, 0.84243, 1.24459], [0.87467, 1.09201, -3.94321], [-0.51512, 1.16121, -3.82340], [-1.27288, -0.00793, -3.82126], [-0.64297, -1.24945, -3.93950], [0.74311, -1.31761, -4.06219], [1.50283, -0.14518, -4.06369], [1.45640, 2.01529, -3.96807], [-0.99829, 2.13808, -3.75627], [-2.36162, 0.03607, -3.75534], [-1.24875, -2.15715, -3.96378], [1.24502, -2.27852, -4.18597], [2.58501, -0.20980, -4.18675], [-2.51331, -0.46471, 2.07404], [-0.97194, 0.31292, 1.50292], [-1.73696, 1.94909, 1.11971], [-0.05907, 0.36808, 3.12859], [1.01655, -0.49046, 3.38516], [1.57106, -0.58501, 4.66495], [1.00786, 0.14545, 5.71983], [-0.10596, 0.96360, 5.47472], [-0.64070, 1.06803, 4.19000], [-3.28732, -0.46792, 1.31512], [-2.84508, 0.14765, 2.90937], [-2.36598, -1.47595, 2.43419], [-2.49703, 2.19469, 1.86692], [-1.00786, 2.75181, 0.99210], [-2.24763, 1.81257, 0.16081], [1.39165, -1.13959, 2.59794], [2.42783, -1.24495, 4.81899], [1.43450, 0.06685, 6.71865], [-0.57043, 1.51849, 6.28657], [-1.53600, 1.65134, 3.99300]], "forces_ev_per_angstrom": [[-0.038, -1.222, 1.155], [0.139, 0.793, -0.469], [-0.027, 0.290, 0.169], [0.387, -0.272, -0.022], [-0.195, -0.214, 0.269], [-0.163, -0.305, -0.397], [0.604, -0.431, 1.436], [-1.087, 0.687, -0.485], [0.342, -0.190, 0.082], [-0.249, -0.169, 0.266], [0.062, 0.398, 0.101], [-0.291, 0.075, -0.369], [-1.525, -1.331, 1.563], [2.404, 1.606, -0.923], [-0.658, -0.412, 0.151], [0.124, 0.332, -0.262], [0.118, 0.140, 0.255], [0.336, -0.191, -0.127], [-1.604, 0.878, -4.327], [0.073, -6.653, 4.053], [-0.020, 5.558, -3.490], [5.498, 2.305, 4.084], [-4.403, -1.886, -3.149], [0.558, -0.063, -0.059], [-0.156, 0.324, 0.170], [-0.310, -0.257, 0.091], [-0.200, -0.193, 0.062], [-0.063, -0.389, 0.025], [0.270, 0.524, -0.006], [-0.091, -0.315, -0.078], [0.041, -0.318, -0.091], [0.307, 0.085, -0.084], [0.247, 0.207, -0.082], [-0.237, 0.207, -0.029], [-0.294, 0.126, -0.034], [-0.012, -1.071, -0.831], [-0.594, 1.521, 2.915], [0.640, -0.093, -0.914], [0.227, -0.601, -0.732], [-0.017, 0.048, 0.183], [-0.164, 0.005, -0.215], [-0.051, 0.060, -0.511], [0.094, -0.123, -0.154], [-0.127, 0.126, -0.138], [-0.161, 0.123, -0.119], [0.138, 0.122, 0.092], [0.092, -0.219, 0.146], [0.271, -0.122, 0.075], [-0.182, -0.132, 0.343], [-0.121, 0.129, 0.044], [0.273, 0.132, 0.242], [-0.328, 0.220, 0.098], [-0.155, 0.054, -0.203], [0.095, -0.108, -0.130], [0.183, 0.205, 0.358]]}